Below is one molecule with the formula C5H7NO in a non-equilibrium geometry, with properties calculated with ωB97M-V with the def2-TZVPD basis set.

Structure (ORCA input):
```
! wB97M-V def2-TZVPD RIJCOSX def2/J DEFGRID3
* xyz 0 1
C -1.41 -1.13 0.10
C -0.45 0.04 0.33
C -1.01 1.28 -0.24
N -1.45 2.24 -0.70
C 0.94 -0.25 -0.27
C 1.91 0.88 0.04
O 2.07 1.31 1.16
H -2.40 -0.92 0.52
H -1.01 -2.04 0.56
H -1.54 -1.33 -0.97
H -0.32 0.21 1.40
H 1.32 -1.15 0.22
H 0.86 -0.44 -1.34
H 2.48 1.30 -0.80
*
```

Values from the calculation:
LUMO energy = 0.679 eV
highest occupied orbital energy = -10.342 eV
orbital gap = 11.0 eV
ΔE to the lowest compared entry with this formula, charge and spin = 76.8 kJ/mol
SMILES = C[C@H](C#N)CC=O



Below is a 2-piece molecular cluster, C22H35N2O4 overall in a non-equilibrium geometry, with properties calculated with ωB97M-V with the def2-TZVPD basis set.

Structure (ORCA input):
```
! wB97M-V def2-TZVPD RIJCOSX def2/J DEFGRID3
* xyz 1 1
C -0.40 -5.00 4.50
C 0.41 -4.18 3.49
C -0.51 -3.44 2.48
C -0.32 -3.84 1.00
C 0.09 -2.66 0.10
C 1.62 -2.47 0.17
C 2.26 -1.07 -0.18
C 3.06 -1.17 -1.50
C 4.52 -0.77 -1.37
O 4.92 0.37 -1.47
C 3.10 -0.82 1.05
N 2.44 -0.16 1.91
C 1.10 0.27 1.43
C 1.34 0.20 -0.08
N 0.17 0.08 -0.92
C 2.14 1.48 -0.46
C 1.34 2.77 -0.50
O 0.99 3.21 0.81
C -0.31 3.76 0.87
C -1.41 2.69 0.83
H -1.04 -5.70 3.97
H 0.25 -5.53 5.19
H -1.04 -4.35 5.08
H 0.97 -3.44 4.06
H 1.13 -4.81 2.97
H -1.54 -3.65 2.77
H -0.38 -2.37 2.63
H 0.46 -4.60 0.96
H -1.25 -4.26 0.63
H -0.18 -2.93 -0.92
H -0.47 -1.77 0.37
H 1.92 -2.76 1.18
H 2.05 -3.22 -0.48
H 2.61 -0.52 -2.24
H 3.02 -2.18 -1.91
H 5.23 -1.59 -1.16
H 4.11 -1.15 1.25
H 2.76 0.13 2.83
H 0.91 1.26 1.84
H 0.33 -0.38 1.84
H -0.69 0.42 -0.51
H 0.32 0.48 -1.83
H 2.98 1.68 0.21
H 2.60 1.36 -1.44
H 0.45 2.70 -1.13
H 1.98 3.53 -0.95
H -0.45 4.48 0.06
H -0.38 4.32 1.80
H -2.34 3.09 1.22
H -1.09 1.85 1.45
H -1.59 2.40 -0.20
C -4.30 1.80 -3.67
C -4.84 2.66 -4.52
C -4.60 4.12 -4.40
O -5.10 4.91 -5.17
C -3.73 4.58 -3.28
C -3.19 3.72 -2.43
C -3.43 2.26 -2.56
O -2.93 1.46 -1.78
H -4.46 0.73 -3.73
H -5.48 2.34 -5.34
H -3.57 5.65 -3.21
H -2.56 4.04 -1.61
*
```

Values from the calculation:
LUMO energy = -3.864 eV
highest occupied orbital energy = -12.319 eV
orbital gap = 8.5 eV
ΔE to the lowest compared entry with this formula, charge and spin = 0.0 kJ/mol



Below is a 2-piece molecular cluster, C21H26BrClN2O3PS overall in a non-equilibrium geometry, with properties calculated with ωB97M-V with the def2-TZVPD basis set.

Structure (ORCA input):
```
! wB97M-V def2-TZVPD RIJCOSX def2/J DEFGRID3
* xyz -1 1
C -1.01 4.52 2.63
C 0.53 4.23 2.56
O 0.93 3.08 3.31
C 0.98 4.21 1.07
C 0.75 2.88 0.35
C 1.48 2.63 -0.84
C 1.31 1.39 -1.51
C 2.07 1.00 -2.80
C 1.14 0.96 -4.07
C -0.14 1.84 -3.91
Br -1.00 1.94 -5.70
C 0.40 0.45 -0.98
C -0.37 0.68 0.19
C -0.17 1.92 0.83
N -1.30 -0.30 0.69
C -0.68 -1.60 0.83
C -0.80 -2.31 2.07
P -1.74 -1.50 3.48
N -3.28 -0.97 2.89
O -0.90 -0.07 3.77
C -0.18 -3.57 2.16
C 0.52 -4.16 1.08
C 0.65 -3.47 -0.15
C 1.43 -4.04 -1.34
C 0.36 -4.89 -2.23
C 0.02 -6.31 -1.63
O -0.91 -5.09 -1.63
C 0.03 -2.20 -0.24
S 0.14 -1.18 -1.74
H -1.44 4.15 1.69
H -1.47 4.04 3.49
H -1.14 5.63 2.66
H 1.05 5.10 3.03
H 0.13 2.67 3.67
H 0.56 5.06 0.50
H 2.09 4.39 1.08
H 2.22 3.35 -1.24
H 2.39 -0.05 -2.62
H 3.00 1.58 -2.94
H 0.78 -0.07 -4.26
H 1.71 1.34 -4.94
H -0.88 1.41 -3.22
H 0.16 2.85 -3.60
H -0.76 2.13 1.73
H -2.01 -0.45 -0.05
H -3.60 -1.51 2.09
H -3.32 0.04 2.71
H -1.34 0.64 3.26
H -0.22 -4.15 3.09
H 1.01 -5.14 1.19
H 1.82 -3.25 -2.01
H 2.19 -4.77 -1.02
H 0.43 -4.81 -3.35
H -0.65 -6.92 -2.26
H 0.15 -6.47 -0.55
Cl -3.15 3.17 2.73
*
```

Values from the calculation:
LUMO energy = 2.272 eV
highest occupied orbital energy = -4.099 eV
orbital gap = 6.4 eV



Below is one molecule with the formula C3H3ClOS in a non-equilibrium geometry, with properties calculated with ωB97M-V with the def2-TZVPD basis set.

Structure (ORCA input):
```
! wB97M-V def2-TZVPD RIJCOSX def2/J DEFGRID3
* xyz 0 1
O 1.88 1.00 -0.11
C 1.04 -0.07 -0.03
S 1.72 -1.58 -0.06
C -0.35 0.30 0.09
C -1.26 -0.68 0.05
Cl -2.94 -0.52 -0.09
H 1.39 1.84 -0.06
H -0.58 1.37 0.09
H -0.89 -1.66 0.12
*
```

Values from the calculation:
LUMO energy = -0.672 eV
highest occupied orbital energy = -8.933 eV
orbital gap = 8.3 eV
ΔE to the lowest compared entry with this formula, charge and spin = 48.3 kJ/mol
SMILES = OC(=S)/C=C/Cl



Below is one molecule with the formula C12H10O2 in a non-equilibrium geometry, with properties calculated with ωB97M-V with the def2-TZVPD basis set.

Structure (ORCA input):
```
! wB97M-V def2-TZVPD RIJCOSX def2/J DEFGRID3
* xyz 0 3
C 0.16 -0.03 2.56
C -0.50 -1.21 2.83
C -1.03 -1.41 0.49
C -0.50 0.28 -1.22
C 1.02 1.73 1.07
C 0.25 0.49 1.26
C -0.36 -0.24 0.19
C -1.11 -1.92 1.79
C -1.84 -3.16 2.07
C 1.23 1.95 -0.28
C 0.52 1.35 -1.49
C 0.35 -0.05 -2.47
O -1.96 -3.67 3.16
O 1.28 -1.06 -2.44
H 0.63 0.52 3.36
H -0.57 -1.60 3.83
H -1.50 -1.96 -0.31
H -1.55 0.46 -1.46
H -0.06 0.23 -3.42
H -2.32 -3.60 1.18
H 1.85 2.80 -0.57
H 1.45 2.29 1.87
H 0.23 2.18 -2.13
H 2.05 -0.83 -2.96
*
```

Values from the calculation:
LUMO energy (alpha / beta) = 0.442 / -2.716 eV
highest occupied orbital energy (alpha / beta) = -5.312 / -9.243 eV
expectation value of S² = 2.033
orbital gap (alpha / beta) = 5.8 / 6.5 eV
ΔE to the lowest compared entry with this formula, charge and spin = 0.0 kJ/mol



Below is one molecule with the formula CHCl4O2P in a non-equilibrium geometry, with properties calculated with ωB97M-V with the def2-TZVPD basis set.

Structure (ORCA input):
```
! wB97M-V def2-TZVPD RIJCOSX def2/J DEFGRID3
* xyz 0 1
C 1.85 -0.63 0.25
O -1.88 -0.32 0.58
O -0.24 0.33 -1.13
P -0.89 0.83 0.11
Cl 1.26 -2.15 -0.09
Cl 1.13 0.24 1.51
Cl 2.62 0.25 -0.89
Cl -2.17 2.42 -0.27
H -1.69 -0.98 -0.08
*
```

Values from the calculation:
LUMO energy (alpha / beta) = -1.857 / -1.027 eV
highest occupied orbital energy (alpha / beta) = -8.627 / -8.868 eV
orbital gap (alpha / beta) = 6.8 / 7.8 eV



Let's list E in order: -8835.407 -34543.028 -134010.340 -28563.684 -16695.605 -64525.453 eV.